Molecular formula: C20H69CdN2O14
Method: DFT, ωB97M-V/def2-TZVPD

Each line ends with the Mulliken charge.
Cartesian coordinates (Å):
H  0.186  0.324  2.853  0.05
H  0.715  4.501  -0.589  0.25
H  0.179  1.135  0.816  -0.27
H  4.001  2.293  -0.279  0.05
O  -0.412  -0.603  4.589  -0.47
C  3.349  4.139  3.009  -0.66
H  -2.107  -2.903  1.905  0.17
O  -0.282  -1.326  -1.486  0.28
H  5.085  0.535  -2.255  0.31
H  4.210  -6.703  -1.201  0.25
H  2.167  4.483  -1.073  0.28
O  -3.047  -0.563  -2.019  -0.60
H  3.060  5.134  3.357  0.40
C  2.150  3.433  2.426  0.09
H  -2.267  -0.954  -1.579  0.31
H  -1.618  -0.425  -5.070  0.27
H  1.318  3.409  3.130  0.34
H  -2.595  1.290  -2.074  0.21
H  0.723  -3.680  0.634  0.31
H  -3.012  -2.528  5.375  0.35
O  -0.331  -3.471  -3.542  -0.41
H  -0.062  1.470  -0.867  -0.38
H  -2.288  2.479  -4.337  0.28
O  1.401  0.370  -3.672  -0.40
O  2.508  -4.584  1.194  -0.42
H  -0.643  -2.623  4.490  0.43
O  -2.574  2.236  -2.305  -0.31
H  5.983  -4.797  -1.699  0.40
H  -1.377  0.940  0.135  0.19
C  -4.086  3.483  -3.665  -1.49
O  5.179  1.302  -1.684  -0.55
O  4.329  4.223  1.959  -0.49
H  4.865  5.014  2.058  0.27
H  -3.543  1.368  -3.944  0.31
H  -0.244  -4.161  -2.868  0.28
O  -3.392  3.267  2.148  -0.53
H  -4.175  3.153  1.595  0.28
C  4.051  1.339  -0.800  0.49
C  3.377  -3.890  0.323  -0.36
C  -0.318  0.757  -0.084  0.21
C  4.198  0.214  0.232  -0.71
H  3.816  -0.690  -0.249  0.05
H  1.514  -2.866  1.957  0.26
H  4.522  -3.852  -2.162  0.34
H  -6.319  -0.442  -1.634  0.45
H  0.892  1.237  -3.579  0.43
H  -1.527  4.376  3.331  0.37
H  -5.452  -0.784  -3.127  0.28
H  2.272  0.605  -4.016  0.24
H  -0.747  3.221  2.258  -0.25
H  -4.288  -1.924  4.443  0.43
H  2.836  -3.394  -0.495  -0.07
C  -0.840  -1.740  3.872  0.11
H  -1.225  -2.538  -0.569  -0.11
H  -0.665  2.587  -2.801  0.15
H  3.803  -3.094  0.952  0.40
H  -1.609  -4.023  -0.755  0.15
C  -1.256  4.190  2.298  -0.58
H  1.921  3.862  1.456  -0.15
H  -2.149  -0.666  -3.628  0.36
C  5.191  -4.132  -1.351  -1.36
O  -1.747  -3.274  -0.171  -0.63
H  5.078  -5.226  0.563  0.38
O  1.319  4.032  -1.178  -0.64
N  3.651  -5.950  -0.814  -0.75
C  -3.118  2.328  -3.633  0.05
C  -0.336  0.564  3.786  -0.31
H  2.392  2.368  2.350  -0.05
N  -2.702  -2.811  2.719  -0.77
H  -0.991  -3.804  -4.166  0.29
O  -1.320  -0.604  -4.167  -0.52
C  -2.453  3.985  1.352  0.20
H  -2.133  3.425  0.464  -0.22
H  -4.245  3.914  -4.655  0.36
H  3.600  0.411  1.126  0.15
H  3.134  1.230  -1.387  -0.22
H  -0.507  4.839  1.841  0.37
H  5.700  -3.249  -0.958  0.31
H  -5.075  3.179  -3.309  0.31
O  0.211  2.624  -3.230  -0.66
Cd  0.433  -1.491  -3.475  0.61
H  5.215  0.118  0.601  0.44
H  3.830  3.619  3.839  0.27
H  -4.415  -1.790  -1.049  0.47
H  1.188  -0.677  -0.235  -0.14
H  -0.242  -2.023  2.994  -0.48
H  -2.551  -0.841  2.880  0.09
C  -5.413  -0.212  -2.199  -1.15
H  -2.831  4.918  0.920  0.41
H  -1.333  0.891  3.471  0.31
H  0.789  -4.496  2.192  0.34
H  -4.200  -0.128  -0.424  0.17
C  -3.282  -1.660  4.764  -1.59
H  -3.850  4.330  -3.020  0.31
H  -0.251  -1.310  0.579  -0.74
H  0.779  3.120  -2.603  0.44
C  -2.323  -1.659  3.581  0.86
C  -4.287  -0.743  -1.327  -0.24
H  3.120  -6.399  -0.075  0.23
C  0.092  -0.702  -0.262  1.42
H  0.132  1.388  4.315  0.23
H  -3.166  -0.753  5.353  0.31
C  4.435  -4.848  -0.234  0.43
H  -5.379  0.858  -2.391  0.16
H  -3.654  -2.651  2.418  0.31
C  1.351  -3.855  1.517  -0.61

Atomic forces in eV per Å
H 0.36 0.19 0.09
H -0.03 -0.08 -0.10
H 0.13 -0.07 -0.05
H 0.37 0.19 -0.30
O 0.67 0.26 -0.13
C 0.51 0.48 -0.30
H -0.16 0.08 -0.09
O -0.88 -0.05 0.45
H 0.09 -0.07 0.08
H 0.35 0.31 -0.08
H -0.04 -0.11 -0.04
O 0.75 -0.07 -0.93
H 0.10 0.06 -0.05
C 0.46 -1.01 0.94
H -0.06 -0.04 0.24
H 0.17 0.08 0.12
H -0.16 0.54 -0.17
H 0.02 0.09 0.18
H 0.06 -0.09 -0.12
H 0.16 0.19 0.22
O -0.55 -1.50 -0.37
H 0.30 -0.47 -0.33
H -0.03 0.26 0.07
O 1.12 0.47 -0.60
O -0.03 -0.01 -0.33
H -0.26 0.24 0.45
O 0.16 -0.50 -0.31
H -0.09 0.07 -0.35
H -0.13 -0.41 -0.16
C -1.21 0.26 -0.22
O -0.27 0.58 -0.07
O -0.23 0.09 -0.20
H 0.02 -0.04 0.16
H -0.42 0.14 0.24
H 0.26 0.24 0.07
O -0.40 0.16 -0.95
H -0.06 -0.13 0.31
C 0.58 -0.58 0.45
C 0.38 0.28 1.14
C -0.60 0.47 0.74
C -0.89 0.38 -0.11
H 0.37 -0.37 0.36
H 0.46 -0.09 0.23
H -0.03 -0.10 -0.05
H -0.19 0.20 -0.25
H -0.41 0.34 0.37
H -0.06 0.51 -0.10
H -0.06 0.16 -0.12
H -0.12 -0.12 0.04
H -0.04 -0.07 0.47
H -0.17 0.73 -0.09
H -0.16 -0.27 -0.14
C -0.45 -0.58 0.95
H -0.01 -0.44 -0.26
H -0.07 -0.09 -0.03
H 0.44 0.10 -0.43
H -0.06 -0.11 0.10
C 0.30 -1.24 -1.64
H -0.30 -0.09 0.05
H 0.23 0.07 0.36
C 0.68 -0.38 0.86
O 0.00 0.38 -0.15
H 0.26 0.37 0.07
O 0.20 0.23 0.21
N -0.21 -0.42 -0.05
C 0.80 0.50 0.03
C -0.63 -0.53 -0.56
H 0.08 0.05 -0.59
N 0.29 -0.56 0.79
H 0.14 0.13 0.00
O -2.18 0.60 -1.20
C 0.71 0.35 0.66
H 0.01 -0.32 0.16
H 0.15 -0.27 -0.11
H -0.26 -0.05 -0.14
H -0.20 -0.02 0.17
H -0.21 0.56 0.45
H -0.09 0.11 -0.04
H 0.03 -0.17 -0.06
O 0.15 -0.21 -0.05
Cd 1.03 0.18 1.76
H 0.15 -0.08 -0.39
H -0.40 -0.16 0.17
H -0.08 0.04 -0.09
H 0.08 -0.24 0.32
H -0.06 0.91 -0.41
H 0.42 0.82 0.84
C -0.09 -0.95 0.60
H -0.36 0.13 0.54
H -0.08 0.13 0.14
H -0.10 0.24 0.18
H -0.28 -0.27 0.14
C 1.18 -0.74 0.15
H 0.67 -0.24 0.06
H -0.05 0.12 0.13
H -0.28 0.05 -0.05
C -1.13 -0.66 -2.27
C 0.30 0.86 0.19
H -0.13 0.23 0.00
C 1.08 0.59 -1.01
H 0.22 -0.23 0.22
H -0.46 0.02 0.04
C -1.29 0.09 -0.67
H 0.20 -0.01 0.03
H 0.03 -0.22 -0.23
C -0.50 -0.38 -0.26

E ... -58060.222 eV
Multiplicity ... 1
HOMO ... -10.34 eV
HOMO-LUMO gap ... 6.17 eV
Charge ... +1